# C92H210N8O17

17 unconnected molecules or ions with the total composition C92H210N8O17 in a non-equilibrium geometry (ωB97M-V/def2-TZVPD, the OMol25 dataset).

Summary:
DFT total energy ... -145525.420 eV
HOMO ... -8.011 eV
LUMO level ... 0.32 eV
Kohn-Sham gap ... 8.3308 eV
M ... 1700.73 g/mol

Last column: Löwdin charge in e.
Geometry (Å):
C (-3.311, 1.055, 3.296)  -0.03
C (-4.546, 0.343, 3.891)  -0.47
C (-5.157, 1.410, 4.849)  -0.13
C (-6.608, 1.220, 5.221)  -0.19
C (-7.491, 1.024, 4.017)  -0.15
C (-6.946, -0.108, 3.084)  -0.43
N (-5.471, 0.054, 2.770)  -0.10
O (-5.005, -0.806, 1.794)  -0.01
C (-7.371, -1.522, 3.678)  -0.01
C (-7.751, 0.173, 1.790)  -0.05
C (-4.057, -0.868, 4.659)  -0.03
H (-3.582, 1.884, 2.643)  0.07
H (-2.722, 0.427, 2.628)  0.06
H (-2.621, 1.397, 4.068)  0.08
H (-4.528, 1.451, 5.739)  0.12
H (-5.004, 2.389, 4.396)  0.11
H (-6.887, 2.105, 5.793)  0.11
H (-6.673, 0.302, 5.806)  0.11
H (-7.470, 1.964, 3.466)  0.12
H (-8.524, 0.796, 4.282)  0.12
H (-6.911, -1.742, 4.642)  0.06
H (-8.454, -1.524, 3.801)  0.08
H (-7.063, -2.273, 2.951)  0.07
H (-7.606, -0.559, 0.996)  0.08
H (-8.828, 0.317, 1.880)  0.08
H (-7.432, 1.126, 1.369)  0.07
H (-3.380, -1.493, 4.077)  0.06
H (-4.857, -1.414, 5.159)  0.08
H (-3.431, -0.595, 5.508)  0.09
H (-5.030, -1.631, 2.285)  0.07
C (2.637, -3.038, 7.220)  -0.03
C (1.480, -3.616, 6.338)  -0.44
C (1.638, -5.176, 6.360)  -0.12
C (0.341, -5.894, 5.965)  -0.18
C (-0.881, -5.310, 6.735)  -0.12
C (-1.027, -3.754, 6.572)  -0.50
N (0.237, -3.160, 6.945)  -0.13
O (0.098, -1.767, 7.028)  0.00
C (-1.518, -3.441, 5.162)  -0.03
C (-2.216, -3.482, 7.508)  -0.05
C (1.605, -3.073, 4.857)  -0.01
H (3.044, -2.107, 6.824)  0.07
H (3.489, -3.717, 7.261)  0.08
H (2.311, -2.900, 8.251)  0.08
H (2.389, -5.445, 5.617)  0.12
H (1.891, -5.555, 7.350)  0.12
H (0.493, -6.969, 6.058)  0.11
H (0.100, -5.646, 4.931)  0.07
H (-0.768, -5.601, 7.779)  0.12
H (-1.786, -5.781, 6.351)  0.12
H (-0.989, -3.957, 4.361)  0.06
H (-2.586, -3.655, 5.149)  0.08
H (-1.411, -2.391, 4.888)  0.07
H (-1.839, -3.521, 8.530)  0.08
H (-2.437, -2.417, 7.581)  0.07
H (-3.161, -4.011, 7.383)  0.09
H (2.645, -2.804, 4.672)  0.06
H (0.996, -2.185, 4.682)  0.07
H (1.290, -3.807, 4.114)  0.06
H (0.490, -1.620, 7.892)  0.10
C (2.449, 1.500, 3.616)  -0.04
C (1.492, 2.294, 4.462)  -0.47
C (2.191, 2.778, 5.797)  -0.12
C (3.087, 4.002, 5.680)  -0.19
C (2.251, 5.090, 5.091)  -0.14
C (1.728, 4.705, 3.663)  -0.48
N (0.900, 3.472, 3.783)  -0.08
O (0.155, 3.222, 2.608)  -0.03
C (0.690, 5.801, 3.416)  -0.04
C (2.750, 4.693, 2.568)  -0.03
C (0.392, 1.255, 4.824)  -0.03
H (2.024, 1.129, 2.684)  0.08
H (2.891, 0.662, 4.154)  0.08
H (3.309, 2.044, 3.226)  0.06
H (1.347, 2.921, 6.472)  0.12
H (2.837, 2.003, 6.207)  0.12
H (3.938, 3.778, 5.037)  0.11
H (3.471, 4.203, 6.679)  0.11
H (2.926, 5.938, 4.972)  0.12
H (1.479, 5.452, 5.770)  0.12
H (1.160, 6.784, 3.384)  0.09
H (0.236, 5.741, 2.427)  0.05
H (-0.112, 5.795, 4.155)  0.10
H (2.976, 5.701, 2.221)  0.09
H (3.718, 4.281, 2.853)  0.06
H (2.395, 3.977, 1.827)  0.08
H (-0.405, 1.766, 5.365)  0.08
H (0.815, 0.438, 5.408)  0.07
H (-0.089, 0.728, 4.001)  0.06
H (-0.723, 3.522, 2.852)  0.08
C (0.600, 10.499, -2.670)  -0.05
C (0.704, 9.479, -1.537)  -0.50
C (-0.415, 9.885, -0.502)  -0.12
C (-0.519, 8.779, 0.566)  -0.18
C (-0.813, 7.404, -0.030)  -0.11
C (0.155, 6.917, -1.189)  -0.46
N (0.503, 8.088, -2.069)  -0.08
O (1.345, 7.732, -3.162)  -0.01
C (1.363, 6.330, -0.476)  -0.03
C (-0.578, 5.893, -2.003)  -0.04
C (2.079, 9.710, -0.864)  -0.03
H (-0.318, 10.307, -3.225)  0.09
H (1.412, 10.293, -3.368)  0.07
H (0.641, 11.526, -2.309)  0.09
H (-0.047, 10.790, -0.019)  0.11
H (-1.360, 10.015, -1.029)  0.12
H (-1.303, 9.095, 1.254)  0.11
H (0.408, 8.843, 1.135)  0.10
H (-1.844, 7.378, -0.383)  0.11
H (-0.822, 6.725, 0.822)  0.09
H (1.128, 5.415, 0.069)  0.07
H (2.193, 6.171, -1.163)  0.07
H (1.753, 6.962, 0.322)  0.07
H (-0.724, 4.980, -1.427)  0.07
H (-1.517, 6.269, -2.410)  0.09
H (-0.055, 5.576, -2.905)  0.05
H (2.174, 8.869, -0.176)  0.06
H (2.127, 10.687, -0.384)  0.09
H (2.920, 9.596, -1.547)  0.08
H (2.191, 7.665, -2.714)  0.07
C (1.267, 5.844, -8.102)  -0.06
C (1.681, 4.554, -7.488)  -0.48
C (3.100, 4.183, -7.923)  -0.14
C (3.760, 3.102, -7.089)  -0.18
C (3.884, 3.597, -5.637)  -0.15
C (2.526, 3.892, -5.051)  -0.45
N (1.761, 4.724, -6.004)  -0.10
O (0.601, 5.186, -5.356)  -0.02
C (1.797, 2.519, -4.742)  -0.01
C (2.788, 4.635, -3.682)  -0.01
C (0.604, 3.476, -7.900)  -0.01
H (0.189, 5.989, -8.174)  0.08
H (1.545, 5.816, -9.156)  0.09
H (1.718, 6.744, -7.683)  0.09
H (3.115, 3.699, -8.899)  0.12
H (3.740, 5.064, -7.981)  0.13
H (4.742, 2.918, -7.525)  0.11
H (3.216, 2.158, -7.121)  0.09
H (4.519, 4.483, -5.655)  0.12
H (4.377, 2.832, -5.038)  0.11
H (0.808, 2.711, -4.325)  0.07
H (1.676, 1.772, -5.527)  0.06
H (2.371, 2.025, -3.959)  0.06
H (1.949, 4.490, -3.001)  0.06
H (3.713, 4.389, -3.162)  0.06
H (2.843, 5.705, -3.882)  0.08
H (-0.396, 3.567, -7.475)  0.05
H (0.972, 2.502, -7.578)  0.06
H (0.423, 3.435, -8.974)  0.09
H (0.798, 6.116, -5.220)  0.09
C (3.018, -4.296, 1.837)  -0.02
C (4.447, -4.353, 1.200)  -0.46
C (4.468, -3.484, -0.086)  -0.13
C (4.513, -1.970, 0.063)  -0.20
C (5.697, -1.662, 0.898)  -0.15
C (5.823, -2.450, 2.235)  -0.48
N (5.517, -3.887, 2.085)  -0.15
O (5.602, -4.516, 3.261)  0.01
C (7.287, -2.232, 2.730)  -0.03
C (4.917, -1.788, 3.229)  -0.05
C (4.748, -5.826, 0.837)  -0.03
H (2.225, -4.873, 1.360)  0.06
H (2.683, -3.264, 1.943)  0.05
H (2.994, -4.700, 2.849)  0.07
H (5.398, -3.684, -0.618)  0.12
H (3.678, -3.744, -0.791)  0.11
H (3.583, -1.672, 0.548)  0.09
H (4.540, -1.508, -0.924)  0.11
H (5.687, -0.601, 1.147)  0.11
H (6.579, -1.772, 0.266)  0.12
H (7.447, -2.533, 3.766)  0.07
H (7.935, -2.932, 2.204)  0.08
H (7.580, -1.182, 2.705)  0.09
H (4.971, -2.233, 4.222)  0.08
H (5.333, -0.799, 3.426)  0.09
H (3.904, -1.721, 2.834)  0.07
H (5.661, -5.917, 0.249)  0.08
H (3.947, -6.085, 0.144)  0.07
H (4.853, -6.492, 1.693)  0.08
H (6.378, -5.071, 3.150)  0.12
C (-1.604, -8.730, -1.670)  -0.02
C (-0.647, -8.033, -0.709)  -0.50
C (-1.244, -6.622, -0.457)  -0.15
C (-0.580, -5.796, 0.610)  -0.16
C (-0.708, -6.598, 1.964)  -0.11
C (-0.179, -8.058, 1.848)  -0.46
N (-0.735, -8.661, 0.630)  -0.11
O (-0.369, -10.012, 0.568)  0.00
C (1.380, -8.133, 1.889)  -0.01
C (-0.760, -8.796, 3.102)  -0.02
C (0.742, -7.926, -1.306)  -0.02
H (-1.105, -9.594, -2.108)  0.08
H (-1.948, -8.092, -2.485)  0.07
H (-2.435, -9.199, -1.144)  0.09
H (-1.251, -6.027, -1.370)  0.10
H (-2.313, -6.696, -0.256)  0.11
H (-1.196, -4.926, 0.836)  0.08
H (0.447, -5.506, 0.386)  0.09
H (-1.754, -6.564, 2.269)  0.10
H (-0.106, -6.095, 2.720)  0.09
H (1.633, -9.014, 2.478)  0.08
H (1.964, -8.125, 0.969)  0.06
H (1.793, -7.298, 2.457)  0.07
H (-1.836, -8.944, 3.008)  0.09
H (-0.348, -9.804, 3.160)  0.07
H (-0.565, -8.276, 4.040)  0.07
H (1.244, -8.885, -1.184)  0.08
H (1.354, -7.190, -0.784)  0.06
H (0.662, -7.618, -2.349)  0.08
H (0.575, -9.960, 0.402)  0.07
C (-1.982, -1.598, -0.188)  0.00
C (-0.497, -1.296, 0.249)  -0.44
C (0.437, -2.179, -0.620)  -0.08
C (0.583, -1.583, -2.080)  -0.16
C (1.085, -0.167, -2.054)  -0.15
C (0.208, 0.743, -1.178)  -0.45
N (-0.059, 0.116, 0.169)  -0.07
O (-0.762, 0.948, 1.074)  -0.03
C (1.025, 2.028, -0.937)  -0.02
C (-1.042, 1.149, -1.973)  -0.01
C (-0.388, -1.722, 1.732)  -0.02
H (-2.654, -0.909, 0.325)  0.07
H (-2.318, -2.582, 0.139)  0.06
H (-2.233, -1.401, -1.230)  0.07
H (1.453, -2.317, -0.251)  0.09
H (-0.027, -3.164, -0.676)  0.10
H (-0.336, -1.544, -2.663)  0.09
H (1.286, -2.180, -2.661)  0.08
H (1.067, 0.284, -3.047)  0.09
H (2.130, -0.224, -1.752)  0.11
H (1.868, 1.698, -0.330)  0.08
H (1.466, 2.470, -1.831)  0.06
H (0.533, 2.808, -0.357)  0.07
H (-1.567, 0.290, -2.390)  0.07
H (-1.719, 1.741, -1.357)  0.06
H (-0.810, 1.782, -2.830)  0.06
H (-0.898, -2.674, 1.879)  0.06
H (-0.922, -1.049, 2.402)  0.06
H (0.619, -1.735, 2.148)  0.07
H (-0.012, 1.293, 1.563)  0.06
C (4.154, -0.650, -5.028)  -0.04
C (3.254, -1.792, -5.450)  -0.50
C (1.839, -1.361, -5.743)  -0.04
O (3.756, -2.314, -6.653)  -0.05
H (3.945, -0.475, -3.973)  0.07
H (4.017, 0.244, -5.637)  0.07
H (5.218, -0.884, -5.071)  0.08
H (3.340, -2.598, -4.721)  0.13
H (1.398, -0.950, -4.835)  0.06
H (1.175, -2.176, -6.029)  0.06
H (1.764, -0.619, -6.538)  0.08
H (4.411, -2.996, -6.485)  0.09
C (-1.407, 0.288, -7.339)  -0.03
C (-2.675, -0.380, -6.765)  -0.48
C (-2.730, -0.535, -5.262)  -0.05
O (-3.800, 0.396, -7.088)  -0.07
H (-1.388, 0.387, -8.424)  0.08
H (-0.575, -0.384, -7.131)  0.05
H (-1.196, 1.226, -6.826)  0.06
H (-2.867, -1.334, -7.256)  0.13
H (-1.754, -0.834, -4.880)  0.06
H (-3.530, -1.155, -4.857)  0.08
H (-2.874, 0.468, -4.859)  0.06
H (-3.802, 1.249, -6.647)  0.01
C (1.429, -4.942, -3.981)  -0.05
C (1.209, -4.941, -5.532)  -0.30
O (-0.043, -4.365, -5.711)  -0.09
H (0.625, -5.448, -3.446)  0.06
H (1.653, -3.951, -3.585)  0.04
H (2.306, -5.550, -3.761)  0.07
H (1.154, -5.982, -5.851)  0.11
H (2.017, -4.454, -6.077)  0.10
H (-0.131, -4.407, -6.666)  0.10
C (4.842, 2.988, 0.452)  -0.08
C (4.335, 3.789, -0.716)  -0.34
O (5.320, 4.739, -1.087)  -0.07
H (5.753, 2.446, 0.196)  0.08
H (4.096, 2.330, 0.897)  0.06
H (5.187, 3.661, 1.236)  0.07
H (3.451, 4.374, -0.465)  0.09
H (4.107, 3.173, -1.586)  0.10
H (5.957, 4.214, -1.577)  0.08
C (-2.581, 3.872, -4.298)  -0.07
C (-3.082, 3.854, -5.681)  -0.26
O (-3.914, 2.696, -5.830)  -0.10
H (-3.372, 3.986, -3.557)  0.08
H (-1.854, 4.671, -4.151)  0.05
H (-1.980, 2.993, -4.069)  0.06
H (-2.329, 3.785, -6.467)  0.10
H (-3.711, 4.723, -5.875)  0.12
H (-4.813, 2.926, -5.581)  0.11
C (-2.301, 3.944, 0.858)  -0.09
C (-3.373, 4.859, 1.300)  -0.32
O (-3.186, 5.126, 2.679)  -0.08
H (-2.358, 3.693, -0.201)  0.07
H (-2.299, 2.984, 1.374)  0.06
H (-1.371, 4.505, 0.953)  0.06
H (-4.377, 4.468, 1.134)  0.10
H (-3.327, 5.854, 0.857)  0.10
H (-3.864, 5.757, 2.931)  0.08
C (-2.757, -4.002, -3.396)  -0.08
C (-3.152, -5.364, -4.015)  -0.25
O (-2.967, -5.235, -5.464)  -0.10
H (-3.648, -3.374, -3.391)  0.07
H (-1.898, -3.487, -3.827)  0.06
H (-2.438, -4.137, -2.362)  0.05
H (-4.194, -5.514, -3.733)  0.11
H (-2.534, -6.211, -3.718)  0.08
H (-2.127, -4.789, -5.601)  0.02
C (-5.444, 2.674, -0.761)  -0.09
C (-4.389, 1.604, -0.989)  -0.31
O (-5.113, 0.412, -0.736)  -0.09
H (-4.908, 3.559, -1.104)  0.06
H (-5.729, 2.636, 0.290)  0.07
H (-6.309, 2.497, -1.400)  0.08
H (-3.569, 1.729, -0.283)  0.08
H (-4.066, 1.626, -2.030)  0.11
H (-5.221, 0.259, 0.205)  0.03
C (-4.536, -4.704, 0.900)  -0.07
C (-3.872, -4.687, 2.255)  -0.26
O (-4.550, -3.754, 3.173)  -0.10
H (-4.401, -3.753, 0.384)  0.07
H (-5.584, -5.000, 0.847)  0.08
H (-4.053, -5.347, 0.164)  0.06
H (-2.830, -4.393, 2.132)  0.08
H (-3.828, -5.672, 2.720)  0.11
H (-5.375, -4.142, 3.475)  0.08

Force components x, y, z for each atom (eV/Å):
0.274 -0.453 -0.671
0.750 0.959 -0.353
0.198 -0.179 -0.767
0.242 -0.478 0.325
1.457 -0.004 -0.304
-1.013 -0.123 -0.135
-2.214 2.663 1.521
-0.037 -0.520 0.771
0.672 1.201 -0.677
0.552 -0.147 -0.857
0.313 -0.306 0.765
-0.354 0.227 0.346
-0.044 -0.419 0.123
-0.130 0.104 0.164
0.000 -0.236 0.113
-0.239 0.106 -0.291
-0.375 -0.268 0.313
-0.153 0.145 0.600
-0.188 0.023 -0.287
0.045 -0.044 -0.016
0.031 0.083 -0.040
0.024 -0.154 -0.125
-0.182 -0.258 0.069
0.128 -0.213 0.086
-0.066 -0.401 0.700
0.358 0.037 0.035
-0.565 -0.323 -0.249
-0.101 -0.395 -0.465
0.164 0.567 0.005
0.499 -1.262 -0.510
-0.009 -0.093 -0.489
0.897 0.613 -0.739
-1.556 0.441 -0.265
-0.557 1.368 -0.148
1.323 -0.523 -0.579
-0.931 -2.257 -0.495
-1.080 -1.602 1.544
0.548 0.302 -0.373
-0.050 0.385 -0.493
1.191 2.308 1.629
0.265 -0.331 0.685
-0.259 0.208 0.091
-0.051 -0.196 -0.157
-0.089 0.032 -0.006
0.386 0.105 0.294
0.392 0.321 0.097
-0.366 -0.032 0.058
0.331 -0.406 -0.356
-0.193 0.356 0.235
-0.123 0.043 0.038
-0.113 -0.365 0.064
0.043 -0.157 -0.483
-0.015 0.228 0.379
-0.089 -1.071 0.334
-0.379 0.346 -0.934
0.501 -0.327 -0.298
0.005 -0.119 -0.205
0.020 0.085 0.294
0.043 -0.129 0.050
-0.108 0.515 0.142
1.493 -0.049 -1.190
-0.191 -0.790 -0.237
-0.380 -0.663 -0.805
-0.936 -0.923 0.220
1.325 0.424 -0.896
-2.083 0.731 1.758
0.648 0.386 1.853
0.899 -0.612 0.102
-0.098 0.620 -1.051
0.899 -0.655 0.060
-0.138 0.619 0.259
-0.524 -0.275 0.078
-0.284 -0.169 0.112
0.190 0.495 0.338
0.205 0.360 0.363
-0.430 -0.603 -0.139
0.094 -0.016 -0.047
0.064 0.348 -0.029
-0.124 0.427 -0.354
-0.325 -0.426 -0.177
0.184 0.124 0.377
-0.122 -0.360 -0.067
0.128 -0.078 0.036
-0.306 -0.105 -0.441
0.021 -0.040 0.429
-0.098 0.577 -0.603
-0.045 -0.135 0.306
0.076 0.220 0.396
0.180 0.407 -0.533
-0.327 0.003 -0.043
-0.012 -1.082 -0.687
0.073 0.873 -0.037
1.156 -1.953 -0.371
-0.141 1.048 -0.559
0.068 0.454 -0.293
-0.096 1.537 1.261
-1.880 0.595 0.533
-0.270 0.446 1.194
0.681 -0.039 0.176
0.008 -0.664 -0.925
-0.385 -1.325 -0.052
-0.166 0.273 0.024
0.085 0.364 -0.093
0.026 -0.105 0.038
-0.404 0.223 -0.219
-0.012 0.192 0.049
-0.150 -0.360 0.192
0.095 -0.490 0.122
-0.068 0.238 -0.300
0.325 -0.500 -0.266
-0.125 -0.340 -0.401
0.060 -0.345 -0.059
-0.129 0.384 -0.088
-0.284 0.052 0.130
-0.204 0.127 0.447
0.494 0.094 0.099
0.388 0.504 0.578
0.086 -0.176 0.092
-0.061 0.225 -0.284
0.773 -0.249 -0.373
-0.435 1.095 -1.236
-1.145 -1.168 1.502
-0.092 -1.152 -0.536
0.329 0.624 1.003
0.394 -0.719 -1.210
-0.454 -1.133 0.183
1.425 0.580 0.618
-0.502 -0.269 -0.636
0.346 0.718 0.660
-0.951 0.278 -0.917
0.895 -0.342 0.192
-0.111 -0.049 0.562
0.277 0.011 -0.168
0.133 -0.153 0.223
-0.555 0.620 -0.549
-0.071 0.119 0.157
0.122 -0.127 0.118
-0.144 0.005 -0.115
-0.030 0.195 0.197
0.054 0.043 0.233
-0.106 0.137 -0.040
0.181 0.403 -0.407
0.062 -0.099 0.177
0.003 -0.020 0.062
-0.041 -0.416 -0.431
-0.006 0.069 -0.100
0.256 0.570 0.425
-0.055 -0.181 -0.165
0.367 0.100 -0.163
-0.162 0.307 0.250
0.341 0.215 0.654
-0.820 -0.132 0.208
0.656 -0.227 -0.694
-1.383 -1.217 0.649
0.829 0.580 0.329
0.531 0.455 -0.164
0.748 2.240 -3.478
-0.120 -1.440 2.244
-0.431 -1.175 0.291
-0.055 0.709 0.714
-0.045 0.811 -0.727
0.268 0.089 -0.683
-0.136 0.040 -0.161
0.508 -0.016 0.175
0.218 -0.548 -0.078
-0.298 -0.402 0.261
-0.126 0.467 0.040
0.075 0.090 0.042
0.106 0.118 0.272
0.302 -0.388 0.135
-0.510 -0.012 0.278
0.297 0.530 -0.546
0.081 -0.118 -0.527
-0.362 -0.545 -0.161
-0.353 0.401 -0.252
-0.088 0.131 0.390
0.226 0.234 0.076
-0.162 -0.669 0.259
-0.488 0.081 -0.003
0.104 -0.243 0.383
0.384 -1.294 0.101
-1.179 1.689 1.118
0.011 0.513 -0.990
-0.809 -1.061 2.066
1.310 0.150 -1.428
-0.306 0.760 0.284
-1.126 -0.063 0.054
0.127 -0.096 -0.121
-0.081 0.124 0.959
0.231 -0.505 -0.865
0.181 0.084 0.363
0.163 0.002 -0.270
0.046 0.125 0.170
-0.208 0.505 0.127
0.322 -0.177 -0.508
-0.043 -0.401 0.381
0.316 0.504 -0.575
-0.050 0.009 -0.015
0.027 -0.290 -0.002
-0.116 0.019 0.227
0.304 -0.153 -0.226
-0.476 -0.188 -0.188
-0.121 0.172 0.161
-0.060 0.294 -0.158
0.134 0.018 0.114
0.213 0.185 -0.140
0.172 -0.084 -0.538
-0.031 0.108 -0.063
0.162 -0.289 -0.062
0.603 -0.589 -0.047
0.103 1.259 0.502
-0.367 -0.361 0.276
-0.455 0.951 -1.612
-0.314 -0.470 0.425
-0.043 -0.091 0.620
-0.195 1.109 0.238
1.051 -0.997 -1.343
0.026 -0.155 -0.927
0.586 -0.451 0.823
-0.328 -0.198 0.094
-0.421 0.212 0.153
0.014 0.162 0.326
0.280 -0.229 -0.288
0.394 -0.435 -0.153
-0.017 0.257 0.484
0.042 -0.122 -0.025
-0.373 -0.588 0.268
-0.038 -0.187 0.046
0.055 -0.073 -0.119
0.165 0.530 0.450
0.301 0.125 0.191
-0.365 -0.140 -0.242
-0.381 -0.044 -0.104
-0.204 -0.029 0.165
0.006 -0.239 0.120
0.448 0.022 0.006
0.362 -0.345 -0.049
-0.235 0.267 -0.274
0.273 -0.257 -0.414
-0.217 0.588 0.562
-0.011 0.132 0.811
0.657 0.150 -0.607
-0.659 -0.081 0.709
0.210 -0.763 -1.536
-0.079 0.627 0.101
-0.253 0.045 0.103
-0.025 -0.391 -0.154
-0.516 0.068 0.488
-0.073 0.268 0.006
0.260 -0.228 0.008
0.387 0.117 0.041
0.087 0.115 0.066
0.267 -1.178 0.805
-0.762 0.684 -0.380
1.283 0.489 0.538
-1.067 -0.536 -1.483
-0.542 0.275 0.085
0.317 -0.006 0.190
-0.091 0.180 -0.140
0.299 -0.150 -0.076
0.064 -0.486 0.255
0.098 -0.149 -0.404
-0.086 0.132 0.144
0.344 0.244 0.260
1.055 -0.469 -1.075
0.523 -1.126 2.794
-0.644 0.723 -1.165
-0.326 0.395 -0.186
-0.424 -0.008 -0.063
0.261 -0.042 -0.016
0.246 -0.221 -0.134
-0.007 0.324 0.042
-0.741 0.382 -0.299
0.289 0.013 0.587
-0.109 0.234 0.216
0.192 0.061 -0.430
-0.150 -0.406 -0.259
0.014 -0.197 -0.173
-0.239 0.218 0.039
-0.117 -0.204 0.078
-0.247 -0.277 0.128
0.436 0.343 -0.095
1.577 0.412 1.038
-1.100 -0.268 -0.604
-0.318 0.158 -0.152
-0.090 -0.088 -0.060
-0.152 0.343 -0.056
-0.346 -0.301 -0.061
0.159 0.074 0.272
0.209 0.272 -0.173
-0.062 -0.090 0.046
0.614 -0.008 -0.856
-0.992 0.836 0.307
0.132 -0.301 0.895
-0.261 0.122 -0.123
0.164 0.202 0.227
0.351 -0.432 0.267
-0.063 -0.212 -0.103
0.115 -0.162 -0.922
0.031 0.014 0.228
-0.102 -0.754 0.883
1.399 1.635 -1.304
-1.250 -0.542 0.738
0.268 0.277 -0.095
-0.160 -0.178 -0.579
-0.268 -0.060 0.372
0.003 -0.418 -0.607
-0.037 0.054 0.466
0.215 -0.006 0.271
1.261 0.356 -0.723
-2.119 -0.307 0.805
0.628 -1.208 -0.896
-0.630 0.933 0.521
-0.025 0.512 -0.043
0.070 -0.033 0.060
0.255 -0.068 -0.188
0.235 -0.297 0.082
0.222 -0.048 0.236
0.202 0.126 -1.116
-0.890 0.177 0.465
1.023 -0.307 -0.852
-0.392 0.444 0.371
-0.076 0.174 0.483
0.367 -0.560 0.377
-0.118 0.511 0.321
-0.224 -0.117 0.028
-0.047 -0.238 -0.111